Run a
Molecular formula: C84H210N14O28
Method: DFT, wB97M-V/def2-TZVPD

```
336
C84H210N14O28 (wB97M-V/def2-TZVPD)
C -4.266 2.426 5.472
O -4.950 1.201 5.603
C -4.008 0.055 5.761
C -4.534 -1.149 6.568
N -5.386 -2.059 5.850
C -6.856 -2.044 6.232
C -7.207 -2.798 7.489
O -8.550 -2.577 7.754
C -9.104 -3.226 8.885
H -5.099 3.109 5.303
H -3.677 2.510 4.559
H -3.735 2.788 6.353
H -3.124 0.433 6.274
H -3.374 -0.162 4.902
H -5.171 -0.621 7.277
H -3.687 -1.667 7.018
H -5.412 -1.682 4.913
H -7.320 -2.627 5.437
H -7.355 -1.076 6.265
H -6.621 -2.467 8.347
H -7.062 -3.877 7.531
H -10.021 -2.646 8.993
H -8.456 -3.156 9.759
H -9.186 -4.274 8.599
C 5.811 2.259 3.392
O 4.882 2.249 2.312
C 3.527 1.772 2.617
C 2.614 2.342 1.550
N 2.643 3.854 1.564
C 2.098 4.477 0.333
C 1.721 5.948 0.316
O 1.386 6.496 -0.973
C 0.856 7.828 -0.875
H 6.844 2.309 3.048
H 5.601 1.395 4.023
H 5.584 3.107 4.038
H 3.249 2.050 3.634
H 3.658 0.693 2.534
H 1.635 1.942 1.813
H 2.922 1.999 0.562
H 3.596 4.157 1.706
H 1.227 3.875 0.074
H 2.886 4.333 -0.406
H 2.552 6.651 0.372
H 0.946 6.202 1.038
H 1.602 8.613 -0.746
H 0.253 7.914 0.029
H 0.194 8.184 -1.664
C -4.086 -3.702 -2.084
O -4.800 -2.681 -2.708
C -6.213 -2.656 -2.467
C -6.992 -1.631 -3.210
N -7.252 -2.123 -4.621
C -6.134 -1.959 -5.547
C -6.573 -2.312 -7.012
O -7.632 -1.494 -7.490
C -8.104 -2.142 -8.714
H -4.043 -3.513 -1.011
H -3.078 -3.994 -2.376
H -4.531 -4.695 -2.149
H -6.289 -2.446 -1.401
H -6.695 -3.618 -2.641
H -6.512 -0.652 -3.226
H -7.922 -1.594 -2.642
H -8.012 -1.633 -5.071
H -5.360 -2.690 -5.309
H -5.845 -0.908 -5.566
H -6.935 -3.340 -6.980
H -5.760 -2.233 -7.733
H -9.039 -1.625 -8.933
H -8.507 -3.123 -8.462
H -7.440 -2.195 -9.577
C 0.586 -6.385 -1.448
O 1.167 -5.692 -0.297
C 1.226 -6.496 0.919
C -0.092 -6.949 1.652
N -0.998 -5.943 2.084
C -1.309 -5.044 0.995
C -2.510 -4.076 1.434
O -3.633 -5.004 1.554
C -4.708 -4.483 2.282
H -0.483 -6.568 -1.342
H 1.015 -7.379 -1.578
H 0.862 -5.837 -2.349
H 1.731 -5.936 1.706
H 1.907 -7.317 0.695
H 0.148 -7.552 2.528
H -0.616 -7.515 0.882
H -1.860 -6.300 2.472
H -1.551 -5.603 0.091
H -0.551 -4.274 0.858
H -2.703 -3.161 0.873
H -2.221 -3.563 2.352
H -4.479 -4.306 3.333
H -5.520 -5.177 2.065
H -5.023 -3.551 1.812
C 5.054 -0.524 -6.401
O 3.774 -0.983 -5.948
C 2.683 -0.697 -6.852
C 2.900 -1.103 -8.362
N 1.882 -0.685 -9.350
C 0.570 -1.132 -8.800
C 0.568 -2.651 -8.483
O 0.781 -3.695 -9.457
C 0.128 -3.561 -10.701
H 4.804 0.486 -6.727
H 5.510 -1.125 -7.187
H 5.821 -0.552 -5.627
H 2.501 0.378 -6.854
H 1.845 -1.234 -6.409
H 3.076 -2.168 -8.507
H 3.876 -0.719 -8.659
H 1.862 0.308 -9.534
H -0.271 -0.956 -9.471
H 0.514 -0.611 -7.844
H -0.470 -2.894 -8.253
H 1.143 -2.965 -7.612
H 0.387 -4.372 -11.382
H 0.460 -2.702 -11.285
H -0.958 -3.625 -10.635
C 1.320 -4.316 3.791
O 1.734 -3.078 4.384
C 3.228 -2.948 4.595
C 3.587 -1.513 5.054
N 3.257 -1.275 6.461
C 3.336 0.151 6.828
C 4.742 0.624 7.176
O 4.766 1.642 8.031
C 6.088 1.866 8.545
H 0.232 -4.333 3.744
H 1.726 -5.214 4.258
H 1.678 -4.170 2.772
H 3.784 -3.093 3.669
H 3.523 -3.682 5.345
H 3.010 -0.782 4.487
H 4.657 -1.327 4.966
H 2.388 -1.666 6.794
H 2.567 0.301 7.585
H 2.852 0.722 6.036
H 5.178 0.985 6.245
H 5.173 -0.279 7.610
H 6.473 0.910 8.902
H 5.996 2.502 9.425
H 6.824 2.336 7.893
C 3.345 5.984 -3.360
O 3.767 5.152 -4.410
C 3.949 3.824 -3.869
C 4.309 2.940 -4.896
N 5.642 3.187 -5.393
C 6.605 2.305 -4.769
C 7.932 2.295 -5.522
O 8.469 3.591 -5.190
C 9.600 3.867 -6.048
H 4.073 6.444 -2.692
H 2.354 5.733 -2.982
H 3.106 6.885 -3.926
H 3.054 3.410 -3.404
H 4.543 3.720 -2.961
H 3.648 3.063 -5.754
H 4.017 1.941 -4.572
H 5.826 4.133 -5.090
H 6.332 1.252 -4.709
H 6.758 2.607 -3.733
H 7.726 2.261 -6.591
H 8.615 1.477 -5.298
H 9.432 3.903 -7.124
H 10.434 3.166 -6.041
H 9.851 4.829 -5.602
C 6.267 -6.743 -4.390
O 5.674 -5.627 -5.068
C 4.765 -4.766 -4.291
C 5.490 -3.929 -3.242
N 4.823 -2.616 -2.986
C 5.609 -1.897 -2.090
C 5.036 -0.482 -1.754
O 6.046 0.491 -1.770
C 5.958 1.472 -0.722
H 7.196 -7.160 -4.780
H 5.558 -7.558 -4.243
H 6.633 -6.452 -3.405
H 4.090 -5.499 -3.849
H 4.097 -4.091 -4.827
H 6.499 -3.923 -3.654
H 5.339 -4.517 -2.337
H 4.620 -2.084 -3.820
H 6.672 -1.987 -2.317
H 5.456 -2.431 -1.153
H 4.549 -0.474 -0.779
H 4.311 -0.179 -2.510
H 6.636 2.315 -0.859
H 6.236 0.986 0.213
H 4.926 1.806 -0.622
C 2.122 -2.415 -1.788
O 1.181 -1.874 -0.953
C 1.720 -1.791 0.402
C 0.561 -1.376 1.358
N 0.276 -0.031 0.973
C -0.591 0.537 1.995
C -1.350 1.835 1.395
O -2.059 1.405 0.238
C -3.174 0.532 0.354
H 1.665 -2.543 -2.770
H 2.570 -3.403 -1.684
H 2.959 -1.720 -1.722
H 2.695 -1.319 0.526
H 2.016 -2.805 0.673
H 0.639 -1.729 2.386
H -0.326 -1.983 1.179
H -0.303 0.118 0.159
H -0.005 0.659 2.906
H -1.314 -0.189 2.364
H -0.650 2.607 1.075
H -2.145 2.292 1.985
H -3.761 1.022 1.131
H -2.851 -0.501 0.484
H -3.738 0.559 -0.578
C 4.410 -8.934 1.530
O 5.460 -7.959 1.675
C 5.092 -6.634 1.917
C 6.400 -5.901 1.486
N 7.509 -6.096 2.417
C 8.653 -5.237 2.298
C 8.393 -3.750 2.591
O 8.582 -3.073 1.334
C 7.704 -1.969 1.132
H 4.168 -8.825 0.473
H 3.511 -8.876 2.144
H 4.892 -9.907 1.628
H 4.801 -6.495 2.958
H 4.230 -6.322 1.326
H 6.215 -4.828 1.434
H 6.649 -6.019 0.432
H 7.809 -6.999 2.077
H 8.957 -5.336 1.256
H 9.524 -5.684 2.777
H 9.124 -3.409 3.323
H 7.384 -3.632 2.987
H 7.799 -1.418 2.067
H 6.698 -2.312 0.891
H 7.971 -1.256 0.352
C -1.689 6.629 2.544
O -2.993 6.499 3.077
C -3.799 5.566 2.486
C -5.180 5.549 3.019
N -6.016 6.781 2.755
C -7.004 7.118 3.802
C -7.864 8.291 3.293
O -8.636 7.775 2.142
C -9.779 8.460 1.753
H -1.043 5.753 2.598
H -1.098 7.383 3.064
H -1.710 7.109 1.565
H -3.233 4.727 2.891
H -3.612 5.387 1.427
H -5.132 5.305 4.081
H -5.752 4.696 2.655
H -6.562 6.661 1.913
H -6.507 7.524 4.683
H -7.478 6.206 4.165
H -7.359 9.256 3.242
H -8.667 8.413 4.019
H -9.449 9.181 1.006
H -10.326 8.835 2.618
H -10.318 7.690 1.200
C -1.033 3.422 5.350
O -0.733 2.473 6.352
C -0.977 3.021 7.665
C -0.501 2.139 8.831
N -1.215 0.887 8.713
C -0.505 -0.251 9.408
C -1.257 -1.464 8.973
O -1.246 -1.745 7.592
C 0.056 -1.805 6.910
H -2.069 3.721 5.195
H -0.834 2.894 4.417
H -0.394 4.296 5.485
H -1.997 3.371 7.820
H -0.298 3.874 7.666
H -0.647 2.704 9.751
H 0.521 1.778 8.719
H -1.107 0.695 7.728
H -0.506 -0.231 10.498
H 0.503 -0.309 8.997
H -2.279 -1.559 9.340
H -0.886 -2.416 9.352
H 0.600 -0.866 6.807
H -0.174 -2.114 5.890
H 0.651 -2.622 7.319
C -6.027 3.237 0.662
O -5.146 3.171 -0.424
C -5.933 3.145 -1.581
C -4.934 3.079 -2.729
N -4.495 4.490 -3.195
C -3.979 4.498 -4.604
C -3.949 5.920 -5.217
O -5.312 6.258 -5.632
C -5.409 7.567 -6.236
H -6.812 2.487 0.574
H -6.442 4.240 0.769
H -5.443 2.915 1.525
H -6.518 4.064 -1.630
H -6.493 2.210 -1.587
H -5.394 2.567 -3.574
H -4.065 2.531 -2.366
H -5.102 5.290 -3.083
H -4.621 3.877 -5.229
H -3.015 3.991 -4.634
H -3.292 5.816 -6.081
H -3.377 6.541 -4.527
H -5.066 7.750 -7.254
H -4.749 8.229 -5.675
H -6.399 7.975 -6.030
C -1.298 3.755 -2.062
O -0.471 2.819 -2.846
C -0.411 1.507 -2.277
C 0.190 0.453 -3.158
N -0.192 0.243 -4.587
C -1.577 -0.027 -4.890
C -2.091 -1.408 -4.647
O -2.167 -2.234 -5.754
C -2.491 -3.584 -5.575
H -0.686 4.377 -1.410
H -2.049 3.355 -1.381
H -1.897 4.479 -2.614
H -1.453 1.196 -2.202
H -0.054 1.595 -1.251
H -0.208 -0.404 -2.615
H 1.280 0.429 -3.159
H 0.137 1.073 -5.059
H -1.711 -0.079 -5.970
H -2.227 0.709 -4.417
H -3.103 -1.149 -4.335
H -1.451 -1.839 -3.877
H -3.545 -3.740 -5.347
H -1.817 -4.062 -4.864
H -2.459 -4.217 -6.461
```

Properties
HOMO level = -8.378 eV
total charge = 0
HOMO-LUMO gap = 0.3237 Ha
E_LUMO = 0.4 eV

Mulliken population analysis, charges in e, atoms 1 to 99:
1. C -0.15
2. O -0.46
3. C 0.34
4. C -0.78
5. N -0.31
6. C -0.49
7. C -0.38
8. O -0.32
9. C -0.73
10. H 0.29
11. H -0.07
12. H 0.19
13. H -0.19
14. H 0.42
15. H 0.29
16. H 0.11
17. H 0.27
18. H 0.33
19. H 0.26
20. H 0.31
21. H 0.31
22. H 0.23
23. H 0.31
24. H 0.30
25. C -0.83
26. O -0.16
27. C -0.66
28. C 1.13
29. N -0.48
30. C 0.54
31. C -0.80
32. O -0.05
33. C -0.75
34. H 0.28
35. H 0.12
36. H 0.33
37. H 0.42
38. H 0.08
39. H -0.48
40. H -0.21
41. H 0.37
42. H -0.46
43. H 0.23
44. H 0.37
45. H 0.13
46. H 0.35
47. H 0.15
48. H 0.29
49. C -1.03
50. O 0.12
51. C -0.86
52. C -0.39
53. N -0.51
54. C 0.35
55. C -0.87
56. O -0.34
57. C -0.81
58. H 0.35
59. H 0.16
60. H 0.44
61. H 0.46
62. H 0.37
63. H 0.08
64. H 0.44
65. H 0.27
66. H -0.21
67. H 0.17
68. H 0.40
69. H 0.44
70. H 0.30
71. H 0.36
72. H 0.29
73. C -1.00
74. O 0.37
75. C 0.21
76. C -1.09
77. N -0.11
78. C 0.09
79. C -0.25
80. O -0.46
81. C -0.94
82. H 0.21
83. H 0.40
84. H 0.24
85. H -0.55
86. H 0.46
87. H 0.50
88. H 0.45
89. H 0.29
90. H -0.04
91. H -0.04
92. H -0.14
93. H 0.58
94. H 0.37
95. H 0.34
96. H 0.26
97. C -1.01
98. O -0.22
99. C 0.05



Run b
Molecular formula: C84H210N14O28
Method: DFT, wB97M-V/def2-TZVPD

```
336
C84H210N14O28 (wB97M-V/def2-TZVPD)
C 34.531 11.143 18.319
O 33.406 11.636 19.030
C 32.964 12.933 18.681
C 31.744 13.264 19.460
N 30.563 12.432 19.060
C 29.316 12.628 19.725
C 28.774 14.078 19.581
O 27.558 14.189 20.313
C 27.125 15.522 20.421
H 34.539 10.090 18.572
H 35.459 11.699 18.505
H 34.238 11.192 17.238
H 32.827 13.134 17.637
H 33.748 13.642 19.059
H 31.584 14.378 19.297
H 32.074 13.178 20.555
H 30.672 11.442 19.292
H 29.383 12.450 20.839
H 28.526 12.016 19.333
H 28.585 14.349 18.533
H 29.440 14.849 19.968
H 27.774 16.094 21.096
H 26.123 15.472 20.861
H 27.012 16.073 19.450
C 15.882 24.835 11.469
O 15.208 23.823 12.168
C 14.671 22.683 11.523
C 14.049 21.803 12.645
N 13.186 20.736 12.073
C 13.814 19.837 11.187
C 14.655 18.817 11.951
O 15.965 19.379 12.001
C 16.800 18.491 12.657
H 15.175 25.445 10.861
H 16.683 24.469 10.844
H 16.320 25.434 12.216
H 15.427 22.117 10.987
H 13.891 22.967 10.880
H 13.477 22.382 13.418
H 14.895 21.370 13.198
H 12.462 21.270 11.583
H 14.447 20.234 10.391
H 13.038 19.361 10.649
H 14.656 17.830 11.465
H 14.239 18.683 12.960
H 17.775 18.967 12.744
H 16.953 17.637 12.020
H 16.442 18.268 13.669
C 20.883 20.818 10.797
O 20.790 21.895 11.674
C 20.720 23.080 10.937
C 21.115 24.280 11.811
N 20.427 24.299 13.155
C 18.937 24.369 12.988
C 18.286 24.237 14.377
O 18.550 23.005 15.033
C 18.008 21.790 14.470
H 20.746 19.934 11.383
H 21.800 20.829 10.188
H 20.054 20.917 10.059
H 19.802 23.140 10.368
H 21.475 23.005 10.161
H 20.855 25.238 11.334
H 22.244 24.360 11.947
H 20.645 23.422 13.623
H 18.513 23.618 12.291
H 18.773 25.306 12.483
H 17.190 24.337 14.268
H 18.625 25.053 15.019
H 18.519 21.655 13.550
H 16.919 21.887 14.298
H 18.253 21.007 15.210
C 18.388 16.533 18.102
O 18.888 16.093 16.861
C 18.834 17.015 15.795
C 19.970 18.025 15.677
N 21.278 17.517 15.231
C 21.891 16.423 16.016
C 22.378 16.980 17.338
O 23.152 16.058 18.119
C 23.858 16.547 19.276
H 18.923 17.438 18.402
H 18.486 15.641 18.743
H 17.325 16.751 17.904
H 17.916 17.642 15.856
H 18.740 16.435 14.884
H 20.037 18.695 16.542
H 19.547 18.761 14.981
H 21.813 18.357 15.069
H 22.757 15.924 15.531
H 21.148 15.657 16.272
H 21.496 17.319 17.906
H 22.929 17.915 17.159
H 23.155 16.786 20.089
H 24.505 17.439 19.035
H 24.553 15.711 19.517
C 19.450 21.096 17.715
O 19.777 20.505 18.959
C 18.546 20.297 19.732
C 18.971 20.011 21.123
N 19.623 21.142 21.729
C 20.181 20.936 23.026
C 19.197 21.086 24.208
O 19.986 21.061 25.389
C 19.262 21.387 26.519
H 20.365 21.237 17.165
H 19.030 22.072 17.958
H 18.744 20.467 17.184
H 18.128 19.389 19.304
H 17.861 21.138 19.641
H 19.679 19.169 21.122
H 18.163 19.706 21.787
H 20.403 21.463 21.192
H 20.912 21.694 23.167
H 20.716 19.985 23.123
H 18.454 20.270 24.230
H 18.644 22.025 24.092
H 18.450 20.681 26.777
H 18.799 22.345 26.450
H 19.878 21.534 27.391
C 28.249 18.626 10.225
O 27.499 19.483 11.112
C 26.150 19.809 10.542
C 25.559 20.838 11.518
N 25.510 20.368 12.873
C 24.728 19.104 13.118
C 24.381 19.015 14.583
O 23.280 19.757 15.002
C 23.297 21.176 14.922
H 29.250 18.602 10.657
H 28.389 19.058 9.200
H 27.805 17.617 10.115
H 25.644 18.831 10.491
H 26.227 20.248 9.543
H 24.546 21.175 11.311
H 26.282 21.665 11.512
H 26.452 20.233 13.248
H 25.265 18.257 12.678
H 23.749 19.186 12.560
H 25.259 19.228 15.201
H 24.149 17.929 14.648
H 24.342 21.464 14.762
H 22.823 21.642 15.804
H 22.701 21.524 14.054
C 23.078 17.319 22.909
O 24.281 16.669 22.482
C 25.448 17.306 22.823
C 25.871 18.425 21.832
N 24.935 19.508 21.923
C 25.078 20.420 23.059
C 23.827 21.215 23.293
O 23.531 22.187 22.262
C 24.334 23.318 22.337
H 22.684 17.961 22.110
H 23.274 17.989 23.752
H 22.307 16.624 23.195
H 26.224 16.520 22.885
H 25.370 17.790 23.819
H 25.965 18.085 20.809
H 26.876 18.809 22.150
H 24.869 20.085 21.094
H 25.992 21.039 23.069
H 25.236 19.843 23.943
H 23.809 21.687 24.291
H 23.063 20.448 23.298
H 24.327 23.808 23.304
H 23.934 24.070 21.677
H 25.354 23.120 21.981
C 19.914 10.578 16.534
O 20.948 11.074 17.334
C 21.435 12.378 17.054
C 22.503 12.735 18.074
N 23.717 11.976 17.873
C 24.681 12.137 18.955
C 24.146 11.811 20.314
O 23.502 10.556 20.446
C 23.660 10.019 21.732
H 20.198 10.218 15.530
H 19.069 11.217 16.354
H 19.500 9.672 17.019
H 20.617 13.121 17.147
H 21.859 12.414 16.051
H 22.060 12.631 19.070
H 22.743 13.800 18.053
H 23.471 11.004 17.731
H 24.925 13.205 19.061
H 25.628 11.578 18.753
H 23.476 12.607 20.673
H 24.926 11.846 21.043
H 23.102 9.094 21.804
H 23.152 10.704 22.461
H 24.678 9.767 22.125
C 20.426 15.024 12.753
O 19.208 14.520 13.271
C 19.291 13.754 14.439
C 17.944 13.334 14.913
N 17.309 12.371 14.038
C 16.047 11.915 14.566
C 15.445 10.741 13.849
O 15.448 10.920 12.484
C 15.107 9.758 11.861
H 20.911 15.685 13.480
H 20.221 15.579 11.839
H 21.165 14.229 12.546
H 19.860 14.270 15.220
H 19.896 12.849 14.155
H 17.336 14.177 15.196
H 18.236 12.879 15.845
H 17.179 12.730 13.098
H 15.313 12.705 14.454
H 16.158 11.766 15.602
H 14.457 10.609 14.311
H 15.938 9.820 14.107
H 14.015 9.701 11.903
H 15.393 8.869 12.455
H 15.503 9.708 10.856
C 13.155 12.125 16.968
O 14.462 12.043 17.538
C 14.958 13.345 17.785
C 16.355 13.329 18.300
N 16.565 13.069 19.743
C 16.578 11.646 20.155
C 17.871 10.877 20.032
O 18.714 11.279 21.166
C 20.120 11.283 20.826
H 13.201 12.346 15.887
H 12.592 12.859 17.496
H 12.785 11.095 17.163
H 14.261 13.837 18.476
H 14.935 14.006 16.910
H 16.779 14.325 18.141
H 16.998 12.581 17.812
H 17.441 13.501 19.998
H 15.850 11.086 19.578
H 16.256 11.595 21.210
H 18.350 11.122 19.078
H 17.779 9.793 19.995
H 20.322 12.080 20.081
H 20.351 10.329 20.330
H 20.781 11.401 21.691
C 13.801 15.248 24.082
O 14.483 15.767 22.980
C 13.756 15.578 21.767
C 14.577 16.344 20.760
N 14.471 17.777 20.899
C 15.315 18.584 20.088
C 14.752 18.775 18.655
O 15.740 19.425 17.921
C 15.232 19.871 16.703
H 14.221 15.692 24.997
H 13.815 14.148 24.190
H 12.750 15.560 24.010
H 12.662 15.886 21.840
H 13.747 14.502 21.517
H 14.216 16.047 19.747
H 15.615 16.016 20.877
H 14.519 17.966 21.898
H 16.366 18.226 20.004
H 15.387 19.528 20.630
H 13.860 19.442 18.497
H 14.529 17.754 18.337
H 14.523 20.677 16.789
H 14.729 19.057 16.194
H 16.094 20.203 16.159
C 29.327 20.575 13.668
O 28.821 20.085 14.818
C 29.032 21.019 15.904
C 28.431 20.508 17.128
N 26.979 20.461 16.970
C 26.340 19.914 18.117
C 24.837 20.452 18.028
O 24.079 20.060 19.166
C 22.760 20.623 19.122
H 29.630 19.731 12.990
H 30.163 21.215 13.863
H 28.654 21.194 13.092
H 28.789 22.038 15.622
H 30.105 20.984 16.097
H 28.681 20.986 18.064
H 28.906 19.483 17.163
H 26.775 20.036 16.088
H 26.816 20.350 18.997
H 26.367 18.820 18.198
H 24.323 20.151 17.117
H 24.784 21.545 17.973
H 22.315 20.511 20.090
H 22.137 20.220 18.296
H 22.879 21.717 18.935
C 25.974 13.831 16.489
O 26.800 14.871 16.069
C 26.088 15.912 15.499
C 27.093 16.923 14.930
N 28.062 16.229 14.058
C 29.258 16.983 13.613
C 30.060 16.223 12.472
O 30.409 14.909 12.838
C 30.795 14.070 11.755
H 25.189 14.172 17.199
H 26.559 13.012 16.873
H 25.489 13.430 15.582
H 25.513 16.406 16.300
H 25.439 15.565 14.663
H 27.610 17.401 15.798
H 26.645 17.759 14.411
H 28.358 15.343 14.457
H 29.963 17.296 14.400
H 28.893 17.838 13.065
H 30.949 16.812 12.255
H 29.477 16.245 11.576
H 31.083 13.116 12.200
H 31.730 14.507 11.305
H 29.996 14.021 11.009
C 20.701 15.151 20.576
O 19.444 14.736 21.012
C 18.997 15.514 22.084
C 17.769 14.838 22.710
N 18.190 13.643 23.396
C 17.156 13.011 24.189
C 17.381 11.516 24.305
O 16.210 10.939 24.847
C 16.355 9.512 24.950
H 21.444 15.290 21.394
H 20.698 16.137 20.017
H 21.023 14.376 19.869
H 18.665 16.529 21.803
H 19.805 15.687 22.798
H 16.887 14.646 22.062
H 17.431 15.616 23.419
H 18.574 12.999 22.741
H 16.131 13.083 23.774
H 17.177 13.467 25.175
H 18.186 11.311 25.094
H 17.661 11.042 23.371
H 17.369 9.286 25.293
H 16.215 8.967 23.997
H 15.678 9.163 25.763
```

Properties
HOMO level = -8.100 eV
total charge = 0
HOMO-LUMO gap = 0.3164 Ha
E_LUMO = 0.5 eV

Mulliken population analysis, charges in e, atoms 1 to 99:
1. C -0.74
2. O -0.28
3. C -0.70
4. C -0.30
5. N -0.21
6. C -0.76
7. C -0.40
8. O -0.31
9. C -0.66
10. H 0.25
11. H 0.26
12. H 0.31
13. H 0.43
14. H 0.32
15. H 0.27
16. H 0.24
17. H 0.22
18. H 0.30
19. H 0.26
20. H 0.19
21. H 0.43
22. H 0.56
23. H 0.04
24. H 0.31
25. C -0.82
26. O -0.27
27. C -0.40
28. C -0.04
29. N -0.44
30. C -0.86
31. C -0.55
32. O -0.25
33. C -0.77
34. H 0.34
35. H 0.31
36. H 0.26
37. H 0.32
38. H 0.37
39. H 0.39
40. H -0.43
41. H 0.28
42. H 0.31
43. H 0.58
44. H 0.50
45. H 0.26
46. H 0.12
47. H 0.57
48. H 0.24
49. C -0.96
50. O 0.25
51. C -0.69
52. C -1.03
53. N -0.34
54. C -0.37
55. C -0.80
56. O -0.20
57. C 1.13
58. H 0.26
59. H 0.26
60. H 0.33
61. H 0.36
62. H 0.59
63. H 0.41
64. H 0.29
65. H 0.20
66. H 0.07
67. H 0.69
68. H 0.30
69. H 0.28
70. H -0.04
71. H 0.04
72. H -0.92
73. C 0.64
74. O 1.16
75. C -1.29
76. C -0.31
77. N 0.61
78. C -0.24
79. C 0.97
80. O 1.04
81. C 0.45
82. H -0.60
83. H -1.09
84. H 0.50
85. H 0.04
86. H 0.14
87. H -0.16
88. H 0.74
89. H 0.10
90. H 0.63
91. H -1.05
92. H -0.45
93. H -0.35
94. H -0.01
95. H -0.44
96. H -0.88
97. C -0.65
98. O 0.20
99. C -0.21



Relative energies, in eV, with the most stable structure set to zero: run a 12.004; run b 0.000.